Computed, not measured: a gas-phase ion, C3H5N2 (charge +1), with ωB97M-V/def2-TZVPD.

Values from the calculation:
HOMO energy: -15.92 eV
SMILES: C=NC1=[NH+]C1
frontier orbital gap: 10.778 eV
charge: +1
multiplicity: 1
energy relative to the best compared isomer or geometry (same formula, charge and spin): 386.8 kJ/mol

Last column: Löwdin charge in e.
Atoms and positions in Å:
C 0.03 -0.15 0.08  -0.1764
C -0.48 -1.28 0.84  0.0376
C -0.03 1.93 -0.96  0.1281
N -0.08 0.69 -0.92  0.1586
N 0.89 -1.08 0.39  0.2165
H -0.72 -1.25 1.85  0.0957
H -1.10 -2.09 0.45  0.1337
H -0.22 2.48 -1.81  0.0913
H 0.09 2.48 -0.02  0.1279
H 1.62 -1.73 0.11  0.1869